Computed, not measured: 2 unconnected molecules or ions with the total composition C10H24BrF3O6P2S, with the ωB97M-V functional and the def2-TZVPD basis.

Geometry as XYZ:
```
47
Properties=species:S:1:pos:R:3
C -2.452 2.133 2.489
O -1.623 1.131 3.061
C -1.935 -0.156 2.596
P -0.624 -0.630 1.296
Br 1.013 -0.196 2.940
C -0.086 -2.417 1.242
O 0.617 -2.731 0.033
C 0.723 -4.041 -0.234
F 1.843 -4.251 -0.849
F 0.711 -4.805 0.818
F -0.243 -4.403 -1.043
O -0.072 0.588 0.350
C 1.330 0.536 -0.035
C 1.579 0.941 -1.494
C 1.470 -0.237 -2.468
C 0.806 2.197 -1.928
C -0.686 1.993 -2.213
C 1.460 2.713 -3.224
P -2.216 -0.995 -0.265
O -1.471 -1.312 -1.652
O -2.993 0.413 -0.479
S -3.513 -2.334 0.269
H -2.190 2.323 1.448
H -2.344 3.013 3.107
H -3.514 1.869 2.514
H -2.937 -0.189 2.187
H -1.797 -0.838 3.428
H 0.525 -2.605 2.111
H -0.966 -3.056 1.331
H 1.855 1.272 0.565
H 1.793 -0.433 0.124
H 2.631 1.225 -1.496
H 2.247 -0.161 -3.223
H 0.524 -0.292 -2.994
H 1.597 -1.188 -1.963
H 0.891 2.957 -1.150
H -1.027 2.817 -2.833
H -0.915 1.084 -2.759
H -1.239 1.983 -1.286
H 1.237 3.760 -3.383
H 2.534 2.561 -3.204
H 1.056 2.154 -4.063
H -1.661 -2.250 -1.831
H -3.723 0.428 0.157
O 4.190 0.102 4.630
H 3.267 0.090 4.347
H 4.330 -0.766 5.023
```

Values from the calculation:
Spin multiplicity: 1
SMILES string: COCP(Br)(COC(F)(F)F)(OC[C@@H](C)C(C)C)P(O)(O)=S.O
Electronic energy, a.u.: -4801.43577
Frontier orbital gap, eV: 9.282
HOMO, eV: -9.03

Computed, not measured: a molecular structure, C10H24EuN4OP2S, with the ωB97M-V functional and the def2-TZVPD basis.

Geometry as XYZ:
```
43
Properties=species:S:1:pos:R:3
Eu 0.340 0.073 -0.199
P 0.327 2.498 -1.629
P 2.873 -0.997 0.429
N -1.902 0.574 0.135
N -0.290 -1.175 1.652
H -3.445 0.062 1.439
H -2.032 -1.377 2.889
H -2.057 0.894 2.220
C -2.350 0.147 1.451
H -2.197 -2.035 1.224
C -1.745 -1.223 1.839
H -3.142 2.218 -0.013
H 0.293 -2.966 2.524
C -2.204 1.766 -0.370
C 0.604 -2.100 1.920
C -1.460 2.525 -1.299
C 1.987 -2.126 1.537
H -2.054 3.328 -1.749
H 2.487 -3.026 1.930
H 3.439 -1.683 -0.733
H 4.064 -0.381 0.984
H 0.204 2.056 -2.960
H 0.689 3.822 -1.966
H -0.834 -2.593 -0.717
C -0.900 -2.439 -1.807
C 0.398 -2.920 -2.421
C -2.211 -3.058 -2.260
O -0.889 -0.997 -2.043
H 0.425 -4.012 -2.479
H 0.526 -2.501 -3.431
H 1.269 -2.589 -1.829
H -3.052 -2.747 -1.627
H -2.460 -2.794 -3.295
H -2.164 -4.156 -2.193
H -1.780 -0.634 -1.873
N 1.771 4.700 1.409
C 2.122 3.438 1.769
N 3.449 3.320 2.041
S 0.991 2.179 1.911
H 2.338 5.472 1.754
H 0.809 4.886 1.171
H 3.829 2.417 2.310
H 3.933 4.151 2.359
```

Values from the calculation:
Spin multiplicity: 8
Electronic energy, a.u.: -2480.26131
Net charge: +2
Frontier orbital gap (spin up / spin down), eV: 5.444 / 4.185
Relative energy (zero: lowest compared OMol25 entry of this formula, charge and spin), kJ/mol: 0.00
HOMO (spin up / spin down), eV: -13.35 / -13.45

Question: Among the records above, which one has the highest spin multiplicity?
Answer: C10H24EuN4OP2S